1.
{"formula": "C5H20N4Si", "method": "ωB97M-V with the def2-TZVPD basis set", "e_tot_ev": -19326.4887, "charge": 2, "largest_force_ha_per_bohr": 0.0895, "orbital_gap_ev": 8.4, "homo_ev": -14.7, "symbols": ["C", "C", "C", "C", "C", "N", "N", "N", "N", "Si", "H", "H", "H", "H", "H", "H", "H", "H", "H", "H", "H", "H", "H", "H", "H", "H", "H", "H", "H", "H"], "xyz": [[-7.362, -0.466, 1.349], [-7.564, 1.027, -0.469], [6.198, 1.282, 0.767], [4.638, 2.126, -0.726], [4.900, -2.356, -1.312], [-8.396, -1.193, -0.653], [4.117, 0.053, 0.517], [-7.802, -0.146, 0.049], [5.168, 0.906, -0.081], [3.556, -1.022, -1.201], [-6.541, -1.225, 1.304], [-7.178, 0.405, 1.990], [-8.214, -1.054, 1.858], [-8.044, 1.046, -1.463], [-6.952, 1.812, 0.031], [-0.137, -0.511, 0.575], [5.891, 1.932, 1.631], [6.768, 0.438, 1.220], [6.862, 1.793, 0.194], [3.876, 2.554, -0.084], [5.358, 2.923, -0.853], [4.062, 1.965, -1.702], [4.446, -3.312, -1.024], [5.386, -2.774, -2.248], [5.689, -2.209, -0.632], [-8.918, -1.120, -1.469], [-8.419, -2.091, -0.361], [3.590, 0.790, 1.024], [4.513, -0.603, 1.225], [0.510, -0.972, 0.546]]}

---

2.
{"formula": "C10H14NO4PS", "method": "ωB97M-V with the def2-TZVPD basis set", "e_tot_ev": -40400.4974, "smiles": "CCN(CCC1=C([PH2]=S)C(=O)OC1=O)C(C)=O", "largest_force_ha_per_bohr": 0.1040, "orbital_gap_ev": 7.8, "homo_ev": -9.0, "symbols": ["C", "C", "N", "C", "C", "C", "C", "P", "S", "C", "O", "O", "C", "O", "C", "C", "O", "H", "H", "H", "H", "H", "H", "H", "H", "H", "H", "H", "H", "H", "H"], "xyz": [[2.885, -0.087, 0.906], [2.212, 1.114, 0.243], [0.800, 0.894, -0.161], [0.647, -0.268, -1.016], [-0.817, -0.494, -1.475], [-1.452, -1.598, -0.683], [-1.920, -1.654, 0.563], [-1.846, -0.280, 1.756], [-0.300, -0.504, 2.936], [-2.490, -3.006, 0.804], [-3.092, -3.323, 1.719], [-2.190, -3.810, -0.246], [-1.664, -2.965, -1.227], [-1.488, -3.385, -2.283], [0.432, 2.064, -0.866], [0.112, 3.298, -0.056], [0.390, 2.123, -2.034], [3.630, -0.480, 0.215], [3.402, 0.161, 1.825], [2.206, -0.902, 1.117], [2.771, 1.494, -0.618], [2.210, 1.922, 0.972], [0.963, -1.179, -0.526], [1.300, -0.167, -1.887], [-0.748, -0.830, -2.501], [-1.433, 0.388, -1.354], [-3.038, -0.226, 2.500], [-1.662, 0.876, 0.968], [-0.820, 3.741, -0.380], [0.899, 4.028, -0.217], [0.101, 3.056, 1.006]]}

---

3.
{"formula": "C3H9NO2", "method": "ωB97M-V with the def2-TZVPD basis set", "e_tot_ev": -8841.9434, "smiles": "CC(=O)O.CN", "largest_force_ha_per_bohr": 0.0198, "orbital_gap_ev": 9.6, "homo_ev": -8.9, "symbols": ["C", "N", "H", "H", "H", "H", "H", "H", "C", "C", "O", "O", "H", "H", "H"], "xyz": [[-0.048, -0.756, 2.689], [-1.319, -0.853, 1.961], [-1.520, -1.802, 1.677], [-2.099, -0.512, 2.509], [-0.438, 1.723, -1.034], [0.121, 0.277, 2.964], [0.739, -1.088, 2.014], [-0.030, -1.419, 3.550], [0.523, 0.767, -2.968], [0.831, 0.417, -1.544], [0.210, 1.170, -0.582], [1.587, -0.445, -1.214], [1.416, 1.197, -3.400], [-0.285, 1.471, -3.111], [0.312, -0.146, -3.511]]}

---

4.
{"formula": "C10H25B3IN4O5P", "method": "ωB97M-V with the def2-TZVPD basis set", "e_tot_ev": -46399.2446, "smiles": "[H]/N=C\\CB1OBOB(CC(=O)I)O1.CN(C)P(=O)(N(C)C)N(C)C", "largest_force_ha_per_bohr": 0.0971, "orbital_gap_ev": 9.2, "homo_ev": -8.8, "symbols": ["N", "C", "C", "B", "O", "B", "O", "B", "C", "C", "O", "I", "O", "H", "H", "H", "H", "H", "H", "H", "O", "P", "N", "C", "C", "N", "C", "C", "N", "C", "C", "H", "H", "H", "H", "H", "H", "H", "H", "H", "H", "H", "H", "H", "H", "H", "H", "H", "H"], "xyz": [[6.242, 3.172, 0.369], [6.257, 3.095, -0.890], [5.472, 3.959, -1.855], [3.938, 3.970, -1.549], [3.387, 4.924, -0.694], [2.513, 4.385, 0.233], [1.612, 3.431, -0.214], [2.137, 2.573, -1.162], [1.798, 1.031, -1.189], [3.112, 0.341, -0.925], [3.681, 0.428, 0.112], [3.993, -0.795, -2.530], [3.046, 3.057, -2.095], [5.600, 3.911, 0.669], [6.930, 2.360, -1.330], [5.878, 4.972, -1.903], [5.601, 3.540, -2.858], [2.564, 4.723, 1.369], [1.367, 0.731, -2.143], [1.109, 0.746, -0.393], [-1.213, -0.570, -0.485], [-2.142, -1.335, 0.377], [-1.437, -2.880, 0.479], [-2.121, -4.088, 0.902], [-0.029, -2.890, 0.877], [-3.551, -1.386, -0.584], [-4.368, -2.573, -0.746], [-3.515, -0.623, -1.828], [-3.015, -1.330, 1.843], [-4.004, -0.233, 1.966], [-2.126, -1.230, 3.027], [-2.336, -4.126, 1.979], [-1.491, -4.947, 0.664], [-3.049, -4.245, 0.368], [0.129, -2.646, 1.934], [0.536, -2.174, 0.282], [0.403, -3.874, 0.694], [-3.884, -3.333, -1.371], [-5.313, -2.304, -1.224], [-4.634, -3.007, 0.218], [-2.957, -1.137, -2.620], [-3.067, 0.354, -1.675], [-4.538, -0.461, -2.176], [-3.546, 0.756, 1.874], [-4.482, -0.303, 2.943], [-4.782, -0.325, 1.216], [-1.454, -0.368, 2.979], [-1.525, -2.132, 3.136], [-2.728, -1.144, 3.929]]}